The following is a DFT calculation (ωB97M-V/def2-TZVPD) of a 5-piece molecular cluster, C42H87Cl2I2NO14P overall.

Properties
E_tot: -125643.284 eV
E_LUMO: -2.9 eV

ORCA input file:
```
! wB97M-V def2-TZVPD RIJCOSX def2/J DEFGRID3
* xyz 1 1
C -11.1853 2.5806 2.6332
C -9.6767 2.2096 2.5681
O -9.2746 1.5563 1.3423
P -9.5342 2.4529 -0.0184
O -10.8101 2.0121 -0.5711
C -8.1265 2.0730 -1.1869
C -7.2301 0.9953 -0.5270
C -6.0106 0.5277 -1.4044
C -4.6141 0.9483 -0.8853
C -4.3222 2.4829 -0.8792
I -4.7545 3.4709 -2.7516
C -5.0238 3.2878 0.2513
C -4.3771 4.7446 0.3010
C -3.5617 0.3506 -1.9365
C -2.2853 -0.2580 -1.2469
C -2.0158 -1.5128 -2.1611
C -0.9168 -2.4715 -1.6026
C 0.1826 -2.8305 -2.6641
C 1.5677 -3.0874 -1.9756
C 2.5987 -2.0930 -2.5807
O 3.9422 -2.4768 -2.2477
C 4.4026 -1.8602 -1.1105
C 4.6276 -0.3489 -1.0216
O 4.6651 -2.5251 -0.1767
C -0.9807 0.5664 -1.2675
C -0.8074 1.6725 -0.1605
C -0.6171 3.1106 -0.7790
I 1.0794 1.2296 0.8737
N -2.8909 -0.6656 0.0754
C -2.0174 -1.1387 1.2070
C -2.3814 -0.5533 2.6017
O -3.0674 -1.1628 3.2889
Cl -1.7585 0.9931 3.2143
C -4.0807 0.1939 0.4115
Cl -5.2542 -1.0514 1.0104
O -9.6696 4.0460 0.2847
C -8.4419 4.6735 0.7428
C -8.7770 5.6647 1.9103
H -11.3285 3.6181 2.2986
H -11.4512 2.5737 3.7063
H -11.8202 1.8680 2.0949
H -9.5130 1.4706 3.3728
H -9.0298 3.0644 2.8391
H -7.6105 3.0199 -1.4207
H -8.6213 1.7360 -2.1098
H -7.8693 0.1050 -0.3887
H -6.8946 1.2711 0.4842
H -6.1946 0.9091 -2.4244
H -6.0749 -0.5697 -1.5012
H -3.2357 2.5978 -0.7188
H -6.0783 3.4471 0.0043
H -4.9192 2.8402 1.2549
H -4.2254 4.9879 1.3604
H -5.0675 5.4282 -0.2090
H -3.4298 4.7170 -0.2560
H -4.1179 -0.3924 -2.5350
H -3.1820 1.0308 -2.7164
H -1.6965 -1.1930 -3.1651
H -2.9438 -2.1088 -2.2536
H -1.3326 -3.4085 -1.1875
H -0.3583 -2.0134 -0.7649
H -0.1282 -3.7048 -3.2496
H 0.3347 -1.9259 -3.2823
H 1.5356 -2.9142 -0.8862
H 1.9379 -4.1074 -2.1574
H 2.5100 -2.1778 -3.6774
H 2.4227 -1.0462 -2.2775
H 3.6651 0.1802 -1.1340
H 5.2870 0.0354 -1.8216
H 5.1084 -0.0681 -0.0762
H -0.9752 1.0991 -2.2356
H -0.0729 -0.0501 -1.2585
H -1.6546 1.6396 0.5384
H -1.3354 3.7976 -0.3000
H -0.6891 3.1100 -1.8754
H 0.3754 3.5052 -0.5202
H -3.3642 -1.5335 -0.2126
H -0.9407 -0.9788 1.0340
H -2.1453 -2.2268 1.3003
H -3.8962 1.0384 1.0957
H -7.9734 5.2046 -0.0991
H -7.8105 3.8830 1.1873
H -9.8532 5.5352 2.1075
H -8.6109 6.7004 1.5873
H -8.2297 5.4037 2.8263
C 4.0360 3.4346 -3.2621
O 4.0642 2.2227 -3.9973
C 4.2269 2.4132 -5.3979
C 5.6572 2.1550 -5.8322
O 6.5463 3.1235 -5.2954
C 7.2656 2.6489 -4.1687
H 4.1582 3.1855 -2.2077
H 4.8378 4.1148 -3.5559
H 3.0680 3.9297 -3.3985
H 3.9065 3.4159 -5.6966
H 3.5715 1.6897 -5.8931
H 5.7119 2.2386 -6.9217
H 5.9709 1.1427 -5.5568
H 8.0575 1.9655 -4.4910
H 6.6134 2.1408 -3.4538
H 7.7229 3.5058 -3.6755
C 2.3862 -4.8645 3.7796
O 3.5371 -5.0199 2.9715
C 4.0710 -3.7763 2.5232
C 5.2751 -3.3601 3.3447
O 4.9162 -3.0655 4.6899
C 5.2214 -4.1255 5.5852
H 2.1914 -5.8144 4.2767
H 2.5256 -4.0932 4.5412
H 1.5212 -4.6099 3.1542
H 3.3030 -2.9943 2.5382
H 4.3847 -3.9172 1.4915
H 5.6893 -2.4422 2.9163
H 6.0531 -4.1286 3.3092
H 6.2982 -4.1491 5.7782
H 4.8968 -5.0934 5.1965
H 4.7026 -3.9366 6.5246
C 7.0646 -2.6520 11.2665
O 8.2541 -2.0307 10.8066
C 9.0664 -2.9014 10.0312
C 8.9108 -2.6331 8.5461
O 7.6033 -2.9576 8.0901
C 6.7745 -1.8165 7.9397
H 6.3951 -1.8718 11.6271
H 6.5615 -3.2049 10.4698
H 7.2934 -3.3305 12.0947
H 8.8449 -3.9484 10.2603
H 10.1054 -2.7077 10.3147
H 9.6086 -3.2749 7.9992
H 9.1571 -1.5928 8.3121
H 7.0571 -1.2701 7.0337
H 6.8361 -1.1496 8.8027
H 5.7450 -2.1567 7.8353
C 0.1109 -0.5430 -6.3042
O 0.2161 -1.7899 -6.9663
C 0.6113 -1.6546 -8.3299
C 2.0858 -1.9587 -8.5149
O 2.8977 -0.9905 -7.8629
C 3.4014 -1.4503 -6.6213
H 0.0555 -0.7351 -5.2308
H 0.9753 0.0959 -6.5002
H -0.8036 -0.0276 -6.6181
H 0.3728 -0.6553 -8.7061
H 0.0283 -2.3785 -8.9062
H 2.3225 -1.9121 -9.5817
H 2.3228 -2.9671 -8.1624
H 4.2188 -2.1585 -6.7895
H 2.6245 -1.9259 -6.0170
H 3.7895 -0.5913 -6.0737
*
```

Atomic partial charges in e from the Löwdin method, atoms 1 to 2: -0.067 -0.259

=====

The following is a DFT calculation (ωB97M-V/def2-TZVPD) of a 2-piece molecular cluster, C5H14N2O overall.

Properties
E_tot: -10436.893 eV
E_LUMO: 0.9 eV
Structure (SMILES): C=CON.CCCN

ORCA input file:
```
! wB97M-V def2-TZVPD RIJCOSX def2/J DEFGRID3
* xyz 0 1
C -0.9052 -1.0255 -0.6398
C 0.6527 -1.2357 -0.3282
C 0.9322 -2.2754 0.7462
N -1.6258 -2.2334 -0.9572
H -1.3731 -3.0275 -0.3758
H -2.6187 -2.0656 -0.7960
H -0.9975 -0.3145 -1.4658
H -1.3822 -0.5592 0.2268
H 1.2199 -0.3352 -0.0777
H 1.0965 -1.5655 -1.2747
H 2.0039 -2.3379 0.9597
H 0.4011 -2.0510 1.6764
H 0.6305 -3.2752 0.4170
N -1.4208 2.2710 0.9452
C 0.5241 2.2610 -0.2638
C 1.7428 2.7562 -0.5147
O 0.0292 2.2013 1.0187
H -1.6683 1.6690 1.7306
H -1.5819 3.2271 1.2662
H -0.1915 2.0701 -1.0552
H 2.1162 2.8221 -1.5309
H 2.4159 3.0238 0.2931
*
```

Atomic partial charges in e from the Löwdin method, atoms 1 to 2: -0.299 -0.233

=====

The following is a DFT calculation (ωB97M-V/def2-TZVPD) of C30H30BF4N10O3S2SbSn as an isolated structure.

Properties
E_tot: -98214.194 eV
E_LUMO (spin up / spin down): -8.1 / -8.1 eV

ORCA input file:
```
! wB97M-V def2-TZVPD RIJCOSX def2/J DEFGRID3
* xyz 2 1
Sn -0.7154 -0.4311 -0.9195
C 0.8729 -3.3026 -0.2381
C -0.2837 -3.2004 0.7054
C -0.5448 -4.2136 1.6222
C -1.6209 -4.1163 2.4792
C -2.4493 -2.9982 2.4120
C -2.1584 -2.0279 1.4763
N -1.0940 -2.1291 0.6558
Sb -3.6354 -0.4338 1.3735
C -2.3305 1.2800 1.5538
C -2.6687 2.1631 2.5626
C -1.8902 3.2936 2.7527
C -0.8034 3.4947 1.9281
C -0.5035 2.5770 0.9262
C 0.7005 2.8101 0.0691
N -1.2721 1.4764 0.7335
C -3.9937 -0.3200 -0.7589
C -5.3313 -0.4208 -1.0856
C -5.6816 -0.5074 -2.4294
C -4.6827 -0.5132 -3.3786
C -3.3500 -0.4151 -2.9922
C -2.2676 -0.4979 -4.0290
N -3.0238 -0.2834 -1.6952
H 1.6739 -3.9055 0.1855
H 0.5345 -3.7970 -1.1474
H 1.2574 -2.3216 -0.5142
H 0.0980 -5.0827 1.6421
H -1.8279 -4.9047 3.1920
H -3.2999 -2.8920 3.0698
H -3.5313 1.9693 3.1887
H -2.1338 4.0088 3.5296
H -0.1697 4.3633 2.0531
H 0.8969 3.8757 -0.0482
H 1.5806 2.3668 0.5388
H 0.5872 2.3512 -0.9044
H -6.0877 -0.4379 -0.3129
H -6.7204 -0.5958 -2.7232
H -4.9172 -0.6238 -4.4301
H -2.4317 0.2189 -4.8370
H -1.2789 -0.3686 -3.5944
H -2.2829 -1.4971 -4.4703
C -2.1091 3.8982 -4.8917
C -0.9617 2.9675 -4.7827
N -0.1326 2.6486 -5.7167
N 0.7154 1.7481 -5.1442
C 0.4351 1.4853 -3.8747
S 1.2464 0.4283 -2.8292
N -0.6345 2.2721 -3.6203
N -1.2512 2.3279 -2.3786
H -2.1508 4.2825 -5.9089
H -2.0027 4.7387 -4.2032
H -3.0516 3.3877 -4.6772
H 1.4709 1.3552 -5.6860
H -1.0109 3.2002 -1.9198
H -2.2558 2.2927 -2.5025
F -3.3090 -2.8906 -2.1856
B -2.0453 -3.4597 -2.3603
F -1.8088 -3.8966 -3.6299
F -1.7440 -4.3521 -1.3471
F -1.0250 -2.2624 -2.1695
O 9.0450 1.5092 4.1573
S 8.3036 0.7856 3.1805
O 7.8871 1.4623 1.9956
O 8.5940 -0.6454 3.0323
C 6.5913 0.1525 4.1185
N 6.6677 -0.1317 5.3822
C 5.5183 -0.5472 5.9179
C 4.3642 -0.6614 5.1522
C 4.4318 -0.3220 3.8102
N 5.5981 0.0814 3.2867
C 3.2962 -0.3804 2.8539
C 3.5596 -0.3088 1.4880
C 2.5024 -0.3372 0.6033
N 1.2231 -0.4235 0.9942
C 0.9736 -0.4980 2.3023
C 1.9698 -0.4807 3.2625
H 5.5408 -0.8031 6.9685
H 3.4523 -1.0321 5.6031
H 4.5811 -0.2246 1.1393
H 2.6786 -0.2803 -0.4666
H -0.0696 -0.5655 2.5956
H 1.6968 -0.5322 4.3091
*
```

Atomic partial charges in e from the Löwdin method, atoms 1 to 2: 1.355 -0.006

=====

The following is a DFT calculation (ωB97M-V/def2-TZVPD) of one molecule with the formula C5H9OP.

Properties
E_tot: -16664.180 eV
E_LUMO: -0.9 eV
Structure (SMILES): CCC1(P=O)CC1

ORCA input file:
```
! wB97M-V def2-TZVPD RIJCOSX def2/J DEFGRID3
* xyz 0 1
C 1.2947 0.8057 0.5365
C 0.0945 0.9581 1.6810
C -0.0975 0.0379 0.5212
C -0.4782 -0.3861 -1.9359
C -1.1292 0.0923 -0.6061
O 1.0991 -2.4577 1.9184
P 0.0379 -2.1887 0.9405
H 1.4198 1.6068 -0.1997
H 2.1754 0.1170 0.6593
H 0.1875 0.4310 2.6346
H -0.4671 1.9380 1.6640
H -1.2483 -0.7071 -2.7140
H 0.0584 -1.2719 -1.8107
H 0.3639 0.4478 -2.2487
H -1.9059 -0.6053 -0.3887
H -1.4049 1.1820 -0.6518
*
```

Atomic partial charges in e from the Löwdin method, atoms 1 to 2: -0.080 -0.116